Formula: C16H32O8S4
Source: the Open Molecules 2025 dataset
Level of theory: ωB97M-V/def2-TZVPD

```
! wB97M-V def2-TZVPD RIJCOSX def2/J DEFGRID3
* xyz 0 1
O -0.127 0.559 -2.960
S 0.699 0.916 -4.072
O 0.277 1.161 -5.451
C 1.737 2.482 -3.638
C 3.119 2.194 -4.153
C 3.379 0.746 -3.573
C 2.233 -0.171 -4.037
H 1.633 2.638 -2.564
H 1.236 3.366 -4.033
H 3.185 2.175 -5.241
H 3.846 2.952 -3.861
H 3.219 0.785 -2.495
H 4.253 0.187 -3.909
H 1.972 -0.972 -3.346
H 2.521 -0.521 -5.028
O -1.221 -4.219 3.123
S -1.518 -5.460 2.438
O -2.859 -5.789 1.915
C -0.286 -5.806 1.125
C 0.733 -6.807 1.760
C -0.229 -7.739 2.623
C -0.984 -6.848 3.607
H 0.174 -4.898 0.737
H -0.933 -6.390 0.471
H 1.297 -7.346 0.998
H 1.547 -6.381 2.347
H 0.297 -8.591 3.054
H -0.947 -8.309 2.033
H -0.328 -6.358 4.327
H -1.700 -7.276 4.309
O -0.854 7.495 -0.057
S -1.757 6.532 -0.696
O -2.178 6.700 -2.055
C -1.182 4.746 -0.476
C -2.057 4.150 0.644
C -2.806 5.274 1.343
C -3.293 6.268 0.301
H -0.138 4.603 -0.195
H -1.335 4.205 -1.410
H -2.842 3.530 0.212
H -1.549 3.436 1.292
H -2.162 5.770 2.071
H -3.651 4.961 1.956
H -3.606 7.279 0.562
H -3.928 5.822 -0.465
O 2.501 -1.113 2.430
S 1.927 -0.424 1.302
O 2.636 -0.105 0.056
C 0.382 -1.288 0.797
C -0.723 -0.227 0.776
C -0.453 0.637 2.052
C 1.089 1.065 1.934
H 0.191 -2.053 1.550
H 0.665 -1.885 -0.070
H -0.725 0.376 -0.132
H -1.647 -0.794 0.657
H -0.562 0.046 2.961
H -1.042 1.544 2.189
H 1.603 1.397 2.836
H 1.270 1.772 1.125
*
```

Summary:
**Relative energy (zero: lowest compared OMol25 entry of this formula, charge and spin)**: 53.58 kcal/mol
**Electronic energy**: -76828.3985 eV
**E_HOMO**: -10.01 eV
**SMILES string**: O=S1(=O)CCCC1.O=S1(=O)CCCC1.O=S1(=O)CCCC1.O=S1(=O)CCCC1

Here are the Löwdin charges for atoms 1 to 2, given in e: atom 1 (O): -0.3469, atom 2 (S): 0.7193



Formula: C16H33Cl2N4O2Ta
Source: the Open Molecules 2025 dataset
Level of theory: ωB97M-V/def2-TZVPD

```
! wB97M-V def2-TZVPD RIJCOSX def2/J DEFGRID3
* xyz 0 1
Ta 0.466 -0.591 0.089
N 2.220 -1.425 0.807
N 0.362 -1.893 -1.442
N -0.693 0.925 1.157
N -0.922 0.739 -1.020
H 3.632 -1.972 -0.738
C 3.053 -2.401 0.101
H 2.432 -3.233 -0.272
H 3.773 -2.834 0.817
H 3.697 -1.273 2.321
C 2.601 -1.270 2.208
H 2.251 -2.140 2.788
H 2.211 -0.336 2.647
C 1.037 -1.686 -2.712
H 0.276 -1.609 -3.509
H 1.662 -0.784 -2.763
H 1.684 -2.557 -2.918
H -1.168 -3.041 -2.287
C -0.389 -3.145 -1.515
H 0.293 -3.971 -1.776
H -0.887 -3.408 -0.577
C -0.438 1.703 2.379
H 0.627 2.026 2.333
C -0.559 0.820 3.592
H 0.274 0.131 3.678
H -0.549 1.420 4.500
H -1.475 0.242 3.578
C -1.313 2.964 2.476
H -1.252 3.351 3.511
H -0.963 3.758 1.793
H -2.358 2.707 2.237
H -1.767 2.748 -3.693
C -1.421 2.589 -2.660
H -2.191 2.988 -1.987
H -0.494 3.173 -2.558
C -1.166 1.096 -2.431
H -0.206 0.875 -2.932
C -2.217 0.158 -2.988
H -2.836 -0.244 -2.186
H -2.855 0.670 -3.709
H -1.740 -0.691 -3.478
H -1.906 2.321 0.046
C -1.319 1.379 0.054
C 1.914 0.885 -0.527
H 2.457 0.808 0.418
H 2.444 0.310 -1.328
C 1.901 2.312 -0.997
H 2.325 2.358 -1.994
C 1.652 3.520 -0.423
H 1.641 3.734 0.658
H 1.244 4.363 -1.005
Cl -2.504 -4.319 1.557
C -2.616 -2.621 2.084
Cl -2.370 -2.405 3.823
C -1.607 -1.863 1.232
O -2.009 -1.457 0.128
O -0.370 -1.731 1.634
H -3.568 -2.173 1.779
*
```

Summary:
**Relative energy (zero: lowest compared OMol25 entry of this formula, charge and spin)**: 0.00 kcal/mol
**Electronic energy**: -53778.5900 eV
**E_HOMO**: -7.83 eV

Here are the Löwdin charges for atoms 1 to 2, given in e: atom 1 (Ta): 1.8824, atom 2 (N): -0.4136



Formula: C16H33ClMgP2
Source: the Open Molecules 2025 dataset
Level of theory: ωB97M-V/def2-TZVPD

```
! wB97M-V def2-TZVPD RIJCOSX def2/J DEFGRID3
* xyz 0 1
P -0.126 0.390 -4.726
P 1.698 -2.597 -3.581
C 0.902 -0.803 -5.676
C 0.911 -2.283 -5.265
H 1.955 -0.432 -5.722
H 0.502 -0.747 -6.704
H -0.094 -2.723 -5.265
H 1.567 -2.821 -5.969
C 3.206 -3.491 -4.314
H 3.806 -4.027 -3.557
H 3.873 -2.811 -4.852
H 2.819 -4.245 -5.013
C 1.252 -4.164 -2.742
H 1.870 -5.037 -2.977
H 0.192 -4.363 -2.961
H 1.437 -3.925 -1.678
C 0.274 1.848 -5.905
H -0.325 2.746 -5.686
H 0.131 1.626 -6.977
H 1.321 2.151 -5.785
C -1.905 0.117 -5.085
H -2.159 -0.958 -4.940
H -2.338 0.486 -6.037
H -2.390 0.715 -4.292
Mg -1.131 -2.214 -2.905
C 3.996 -0.701 -2.920
C 4.457 0.015 -3.976
C 4.998 1.370 -3.676
C 4.135 2.422 -2.898
C 2.768 2.596 -3.413
C 1.716 1.903 -2.933
C 1.753 0.575 -2.250
C 3.091 -0.136 -1.827
C -2.684 -0.821 -2.458
H 4.129 -1.839 -2.909
H 4.609 -0.454 -4.963
H 5.339 1.829 -4.611
H 5.853 1.178 -2.994
H 4.076 2.226 -1.807
H 4.675 3.379 -3.048
H 2.616 3.307 -4.232
H 0.675 2.283 -3.218
H 1.219 -0.124 -2.938
H 1.121 0.621 -1.341
H 3.593 0.591 -1.176
H 2.819 -1.011 -1.201
H -3.406 -0.944 -1.626
H -3.338 -0.411 -3.228
H -1.982 -0.046 -2.117
Cl 0.018 -2.113 -0.410
C -1.143 -3.368 -0.976
H -0.597 -4.300 -1.037
H -1.990 -3.483 -0.278
*
```

Summary:
**Electronic energy**: -53665.4499 eV
**E_HOMO**: -7.27 eV

Here are the Löwdin charges for atoms 1 to 2, given in e: atom 1 (P): 0.9017, atom 2 (P): 0.9093



Formula: C16H33ClP2Pb
Source: the Open Molecules 2025 dataset
Level of theory: ωB97M-V/def2-TZVPD

```
! wB97M-V def2-TZVPD RIJCOSX def2/J DEFGRID3
* xyz 0 1
P -1.627 0.276 1.996
P -1.414 -1.635 -1.497
C -0.291 -0.180 0.793
C -0.560 -0.182 -0.711
H 0.158 -1.138 1.100
H 0.435 0.621 0.969
H -1.050 0.752 -1.029
H 0.410 -0.217 -1.217
C -0.091 -2.892 -1.478
H -0.539 -3.835 -1.824
H 0.274 -3.041 -0.453
H 0.745 -2.612 -2.137
C -1.376 -1.038 -3.239
H -0.353 -1.066 -3.643
H -1.778 -0.016 -3.304
H -2.031 -1.701 -3.824
C -0.796 0.075 3.608
H -1.574 0.133 4.382
H -0.046 0.861 3.767
H -0.328 -0.916 3.661
C -1.622 2.108 1.787
H -1.824 2.395 0.746
H -0.660 2.532 2.108
H -2.433 2.507 2.412
Pb -3.725 -0.345 -0.030
C 2.167 0.924 -1.871
C 2.639 -0.264 -1.437
C 3.799 -0.408 -0.499
C 3.837 0.579 0.697
C 2.541 1.136 1.200
C 1.982 2.294 0.793
C 2.448 3.071 -0.399
C 2.853 2.235 -1.642
C -4.454 -1.091 2.001
H 1.314 0.992 -2.555
H 2.302 -1.213 -1.864
H 4.753 -0.291 -1.045
H 3.814 -1.436 -0.104
H 4.272 0.019 1.540
H 4.543 1.388 0.465
H 2.126 0.566 2.037
H 1.271 2.835 1.424
H 3.323 3.697 -0.145
H 1.656 3.776 -0.696
H 2.614 2.855 -2.521
H 3.945 2.103 -1.639
H -5.554 -1.175 1.925
H -4.157 -0.432 2.830
H -4.023 -2.096 2.119
Cl -3.929 -3.908 0.043
C -4.423 -2.529 -0.875
H -5.518 -2.439 -0.826
H -4.048 -2.637 -1.902
*
```

Summary:
**Relative energy (zero: lowest compared OMol25 entry of this formula, charge and spin)**: 0.00 kcal/mol
**Electronic energy**: -53470.5989 eV
**E_HOMO**: -6.73 eV

Here are the Löwdin charges for atoms 1 to 2, given in e: atom 1 (P): 0.7721, atom 2 (P): 0.7713



Q: Among the records above, which one has the highest electronic energy?
A: C16H33ClP2Pb



Q: Which of these has the highest electronic energy?
A: C16H33ClP2Pb



Please write out number 3 again, unchanged.
Formula: C16H33ClMgP2
Source: the Open Molecules 2025 dataset
Level of theory: ωB97M-V/def2-TZVPD

```
! wB97M-V def2-TZVPD RIJCOSX def2/J DEFGRID3
* xyz 0 1
P -0.126 0.390 -4.726
P 1.698 -2.597 -3.581
C 0.902 -0.803 -5.676
C 0.911 -2.283 -5.265
H 1.955 -0.432 -5.722
H 0.502 -0.747 -6.704
H -0.094 -2.723 -5.265
H 1.567 -2.821 -5.969
C 3.206 -3.491 -4.314
H 3.806 -4.027 -3.557
H 3.873 -2.811 -4.852
H 2.819 -4.245 -5.013
C 1.252 -4.164 -2.742
H 1.870 -5.037 -2.977
H 0.192 -4.363 -2.961
H 1.437 -3.925 -1.678
C 0.274 1.848 -5.905
H -0.325 2.746 -5.686
H 0.131 1.626 -6.977
H 1.321 2.151 -5.785
C -1.905 0.117 -5.085
H -2.159 -0.958 -4.940
H -2.338 0.486 -6.037
H -2.390 0.715 -4.292
Mg -1.131 -2.214 -2.905
C 3.996 -0.701 -2.920
C 4.457 0.015 -3.976
C 4.998 1.370 -3.676
C 4.135 2.422 -2.898
C 2.768 2.596 -3.413
C 1.716 1.903 -2.933
C 1.753 0.575 -2.250
C 3.091 -0.136 -1.827
C -2.684 -0.821 -2.458
H 4.129 -1.839 -2.909
H 4.609 -0.454 -4.963
H 5.339 1.829 -4.611
H 5.853 1.178 -2.994
H 4.076 2.226 -1.807
H 4.675 3.379 -3.048
H 2.616 3.307 -4.232
H 0.675 2.283 -3.218
H 1.219 -0.124 -2.938
H 1.121 0.621 -1.341
H 3.593 0.591 -1.176
H 2.819 -1.011 -1.201
H -3.406 -0.944 -1.626
H -3.338 -0.411 -3.228
H -1.982 -0.046 -2.117
Cl 0.018 -2.113 -0.410
C -1.143 -3.368 -0.976
H -0.597 -4.300 -1.037
H -1.990 -3.483 -0.278
*
```

Summary:
**Electronic energy**: -53665.4499 eV
**E_HOMO**: -7.27 eV

Here are the Löwdin charges for atoms 1 to 2, given in e: atom 1 (P): 0.9017, atom 2 (P): 0.9093